ORCA calculation (ωB97M-V with the def2-TZVPD basis set) on a single C13H17ClN2O3 molecule.

E_tot (Ha): -1301.0177
F_max (eV/Å): 0.48
Structure (SMILES): O=C(NCCN1CCOCC1)c1ccc(Cl)cc1O

ORCA input file:
```
! wB97M-V def2-TZVPD RIJCOSX def2/J DEFGRID3
* xyz 0 1
O -0.826 0.008 2.012
C -1.284 0.588 1.024
N -0.548 1.490 0.348
H -0.918 1.904 -0.492
C 0.786 1.889 0.734
H 1.039 1.353 1.650
C 1.835 1.591 -0.346
N 2.540 0.347 -0.113
C 3.677 0.203 -1.006
C 4.445 -1.068 -0.644
O 3.624 -2.206 -0.741
C 2.511 -2.075 0.111
C 1.690 -0.828 -0.217
H 0.880 -0.753 0.506
H 1.264 -0.926 -1.232
H 1.910 -2.975 -0.025
H 2.847 -2.013 1.156
H 5.276 -1.226 -1.333
H 4.831 -0.972 0.382
H 4.333 1.068 -0.889
H 3.356 0.141 -2.062
H 2.584 2.387 -0.331
H 1.347 1.608 -1.340
H 0.777 2.963 0.944
C -2.643 0.299 0.513
C -3.298 1.096 -0.428
C -4.552 0.779 -0.902
C -5.179 -0.370 -0.433
C -4.578 -1.171 0.512
C -3.313 -0.842 1.011
O -2.791 -1.635 1.942
H -1.931 -1.231 2.234
H -5.064 -2.053 0.896
Cl -6.741 -0.784 -1.031
H -5.045 1.409 -1.624
H -2.839 2.005 -0.788
*
```

***

ORCA calculation (ωB97M-V with the def2-TZVPD basis set) on a single C20H23FN2O molecule.

E_tot (Ha): -1060.5682
F_max (eV/Å): 0.49
Structure (SMILES): O=C(Nc1ccc(F)cc1)[C@@H](NC1CCCCC1)c1ccccc1

ORCA input file:
```
! wB97M-V def2-TZVPD RIJCOSX def2/J DEFGRID3
* xyz 0 1
O 0.163 1.878 0.961
C 0.067 1.014 0.119
N -0.934 0.090 0.054
C -2.041 -0.070 0.890
C -2.200 0.653 2.070
C -3.310 0.442 2.866
C -4.253 -0.491 2.478
C -4.116 -1.221 1.311
C -3.006 -1.006 0.520
H -2.884 -1.567 -0.396
H -4.869 -1.942 1.035
F -5.338 -0.698 3.257
H -3.447 0.995 3.781
H -1.457 1.379 2.354
H -0.931 -0.506 -0.765
C 1.110 0.792 -0.990
N 1.874 -0.426 -0.787
H 1.273 -1.185 -0.480
C 3.047 -0.351 0.069
C 2.736 -0.210 1.564
C 4.025 -0.171 2.381
C 4.861 -1.422 2.134
C 5.174 -1.564 0.648
C 3.886 -1.610 -0.167
H 4.111 -1.695 -1.231
H 3.302 -2.487 0.124
H 5.753 -2.473 0.473
H 5.778 -0.715 0.322
H 5.789 -1.369 2.707
H 4.308 -2.301 2.474
H 3.784 -0.085 3.442
H 4.603 0.712 2.098
H 2.164 0.702 1.742
H 2.126 -1.060 1.884
H 3.624 0.521 -0.260
C 0.409 0.788 -2.335
C 0.601 -0.235 -3.253
C -0.066 -0.218 -4.467
C -0.930 0.819 -4.772
C -1.122 1.845 -3.862
C -0.457 1.830 -2.650
H -0.605 2.631 -1.940
H -1.791 2.659 -4.097
H -1.450 0.830 -5.719
H 0.093 -1.017 -5.176
H 1.287 -1.032 -3.011
H 1.806 1.637 -0.956
*
```

***

ORCA calculation (ωB97M-V with the def2-TZVPD basis set) on C5H6N6 as an isolated structure in a non-equilibrium geometry.

E_tot (Ha): -522.4978
F_max (eV/Å): 6.31

ORCA input file:
```
! wB97M-V def2-TZVPD RIJCOSX def2/J DEFGRID3
* xyz 0 1
C -0.281 -1.696 -0.334
C 0.504 -0.646 -0.557
C 2.390 -0.092 -0.162
C -1.511 0.125 -0.115
C -2.568 0.987 0.312
N 3.439 -0.899 0.000
N 2.523 1.207 0.018
N 4.357 0.058 0.303
N 3.835 1.224 0.314
N -1.534 -1.270 -0.077
N -0.241 0.440 -0.380
H -0.009 -2.780 -0.397
H -2.797 0.931 1.440
H -2.342 1.980 0.016
H -3.668 0.792 -0.053
H -2.389 -1.721 0.256
H 0.293 1.361 -0.585
*
```

***

ORCA calculation (ωB97M-V with the def2-TZVPD basis set) on a 3-piece molecular cluster, C15H31BClO10 overall.

E_tot (Ha): -1827.7064
F_max (eV/Å): 0.70

ORCA input file:
```
! wB97M-V def2-TZVPD RIJCOSX def2/J DEFGRID3
* xyz -1 1
C 5.346 -1.906 -2.321
C 5.054 -0.419 -2.393
O 4.300 -0.127 -3.553
C 3.201 0.748 -3.338
C 1.958 -0.013 -2.915
O 0.954 0.935 -2.660
C 0.023 0.541 -1.630
B -0.715 -0.867 -1.871
O -1.462 -0.963 -3.150
C -2.388 -1.987 -2.935
C -2.599 -2.027 -1.395
Cl -2.111 -3.746 -0.737
O -1.859 -1.049 -0.867
H 4.438 -2.469 -2.539
H 5.686 -2.179 -1.319
H 6.122 -2.199 -3.029
H 4.511 -0.097 -1.497
H 5.992 0.150 -2.429
H 3.026 1.279 -4.275
H 3.442 1.494 -2.571
H 1.657 -0.708 -3.707
H 2.174 -0.616 -2.023
H -0.700 1.364 -1.587
H 0.553 0.531 -0.663
H 0.055 -1.836 -1.760
H -2.032 -2.957 -3.297
H -3.338 -1.736 -3.421
H -3.639 -1.976 -1.069
C 0.668 4.087 -1.765
C -0.332 4.318 -0.660
O 0.292 4.918 0.505
C 0.471 6.224 0.451
O 0.133 6.973 -0.432
O 1.089 6.611 1.577
C 1.352 8.011 1.649
H 1.495 3.474 -1.408
H 0.199 3.541 -2.583
H 1.056 5.034 -2.141
H -0.735 3.378 -0.291
H -1.154 4.958 -0.980
H 0.441 8.585 1.490
H 2.089 8.301 0.901
H 1.741 8.183 2.649
C -3.839 -3.679 2.220
C -2.432 -3.903 2.721
O -2.347 -3.531 4.125
C -2.781 -4.427 4.988
O -3.197 -5.534 4.751
O -2.672 -3.909 6.224
C -3.116 -4.780 7.262
H -4.139 -2.647 2.412
H -3.886 -3.858 1.149
H -4.540 -4.344 2.727
H -1.721 -3.255 2.217
H -2.112 -4.937 2.604
H -2.616 -5.745 7.199
H -4.193 -4.935 7.199
H -2.862 -4.278 8.191
*
```

***

Computed values of Kohn-Sham gap (unit: eV) for the preceding records, in sequence: 9.238 9.122 8.562 7.495.
Computed values of energy relative to the best compared isomer or geometry (same formula, charge and spin) (unit: kJ/mol) for the preceding records, in sequence: 106.6 0.0 567.5 0.0.
Computed values of HOMO level (unit: eV) for the preceding records, in sequence: -8.89 -8.45 -8.87 -4.99.